Record 1
11
Properties=species:S:1:pos:R:3:lowdin_charge:R:1 method="wB97M-V/def2-TZVPD" orbital_gap_ev="9.6 / 7.2" e_homo_ha="-0.327 / -0.388" relative_energy_kj_mol=137.8 spin_multiplicity=3 e_tot_ev=-21843.9631 charge=0
C -1.97 -1.41 0.17 -0.21
C -1.92 -2.63 -0.02 0.27
C -0.35 0.59 0.03 -0.50
C -1.78 -0.01 0.01 -0.59
C 1.95 0.16 -0.04 -0.01
O -0.11 1.72 0.33 0.10
O 0.64 -0.31 -0.19 -0.03
Cl -3.05 1.08 -0.22 0.75
H 2.55 -0.64 0.11 0.08
H 1.87 0.84 0.72 0.07
H 2.18 0.61 -0.91 0.07



Record 2
10
Properties=species:S:1:pos:R:3:lowdin_charge:R:1 method="wB97M-V/def2-TZVPD" orbital_gap_ev="7.0 / 7.0" e_homo_ha="-0.321 / -0.321" relative_energy_kj_mol=439.1 e_tot_ev=-28585.1990 charge=0
C -0.67 0.98 0.22 -0.52
C 1.75 0.14 -0.59 -0.34
C -1.03 -0.32 0.23 -0.16
C 1.09 -0.95 -0.22 -0.12
C 0.02 -1.46 0.33 -0.08
S 0.95 1.57 0.06 1.00
Cl -3.37 0.26 -0.06 0.06
H -1.19 1.89 0.41 0.03
H 2.53 0.36 -1.19 0.02
H -0.07 -2.46 0.81 0.12



Record 3
9
Properties=species:S:1:pos:R:3:lowdin_charge:R:1 method="wB97M-V/def2-TZVPD" orbital_gap_ev="10.3 / 4.7" e_homo_ha="-0.396 / -0.296" relative_energy_kj_mol=567.7 e_tot_ev=-7941.2401 charge=0
C -2.82 1.06 0.28 -0.05
C 2.84 -1.44 -0.01 0.13
C -2.05 0.41 -0.43 0.08
C 2.10 -0.47 0.05 -0.16
C 1.33 0.61 0.20 -0.17
F 1.94 1.80 0.09 0.01
H -2.90 1.91 0.91 0.01
H 3.62 -2.12 -0.36 0.04
H 0.17 0.64 0.53 0.11



Record 4
11
Properties=species:S:1:pos:R:3:lowdin_charge:R:1 method="wB97M-V/def2-TZVPD" orbital_gap_ev=7.6 e_homo_ha=-0.338 relative_energy_kj_mol=40.6 e_tot_ev=-20832.3134 charge=0
O 0.04 -2.55 0.00 0.13
C -0.02 -1.35 0.01 -0.37
C 1.15 -0.36 0.00 -0.69
S 2.70 -0.78 0.00 0.83
C 0.57 1.03 0.00 -0.18
C -0.93 0.81 0.01 0.04
C -1.22 -0.49 0.00 -0.22
F -2.44 -1.04 -0.01 0.11
H 0.87 1.58 0.90 0.12
H 0.93 1.57 -0.88 0.12
H -1.65 1.58 -0.02 0.12



Record 5
9
Properties=species:S:1:pos:R:3:lowdin_charge:R:1 method="wB97M-V/def2-TZVPD" orbital_gap_ev="8.5 / 8.5" e_homo_ha="-0.324 / -0.324" relative_energy_kj_mol=290.1 e_tot_ev=-6717.7161 charge=0
C 1.98 1.77 -0.39 0.14
C 1.05 1.11 0.00 -0.04
C -0.45 -1.22 -0.21 -0.01
C -1.56 -1.00 0.50 -0.08
C -0.11 0.28 0.21 -0.33
N -1.25 0.51 0.73 0.11
H 2.81 2.20 -0.84 0.02
H -0.10 -2.02 -0.89 0.09
H -2.37 -1.63 0.88 0.10



Record 6
9
Properties=species:S:1:pos:R:3:lowdin_charge:R:1 method="wB97M-V/def2-TZVPD" orbital_gap_ev="6.5 / 6.5" e_homo_ha="-0.304 / -0.305" relative_energy_kj_mol=568.9 e_tot_ev=-6714.8268 charge=0
C 1.13 -0.07 0.75 0.04
C 0.10 1.05 1.02 0.06
C 0.17 -1.02 -0.74 -0.08
C -0.94 0.85 -0.01 -0.34
C 1.35 -1.20 -0.06 -0.09
N -0.89 -0.32 -0.83 0.03
H -1.90 0.87 0.69 0.18
H -1.19 1.70 -0.65 0.12
H 2.17 -1.87 -0.18 0.09



Record 7
9
Properties=species:S:1:pos:R:3:lowdin_charge:R:1 method="wB97M-V/def2-TZVPD" orbital_gap_ev="7.2 / 7.2" e_homo_ha="-0.327 / -0.327" relative_energy_kj_mol=408.9 e_tot_ev=-6716.4851 charge=0
C -0.28 -0.90 -0.64 0.04
C 0.80 -0.33 -1.19 -0.19
C -0.02 0.86 0.84 -0.33
C -0.77 -0.33 0.73 -0.20
C 1.45 0.67 -1.51 0.16
N 0.68 1.70 0.54 0.15
H -1.87 -0.07 0.52 0.13
H -0.70 -1.01 1.75 0.19
H 2.23 1.00 -2.18 0.06



Record 8
9
Properties=species:S:1:pos:R:3:lowdin_charge:R:1 method="wB97M-V/def2-TZVPD" orbital_gap_ev=9.0 e_homo_ha=-0.319 relative_energy_kj_mol=550.8 e_tot_ev=-6715.0142 charge=0
C 0.78 0.02 0.82 -0.03
C 0.81 -0.89 -0.18 -0.11
C 0.44 -1.37 -1.45 0.02
C -0.28 0.95 0.25 -0.06
C -0.55 -0.22 -0.65 -0.29
N -1.03 -1.23 -1.27 0.14
H 1.12 -0.27 1.77 0.09
H -1.20 1.19 0.99 0.17
H -0.08 1.81 -0.29 0.08



Record 9
9
Properties=species:S:1:pos:R:3:lowdin_charge:R:1 method="wB97M-V/def2-TZVPD" orbital_gap_ev=9.3 e_homo_ha=-0.336 relative_energy_kj_mol=602.0 e_tot_ev=-6714.4843 charge=0
C -0.59 -1.02 -0.41 -0.30
C -0.14 1.03 -0.80 -0.14
C 0.41 -0.31 -1.16 0.07
C -1.89 -0.38 -0.05 0.10
C -0.06 0.10 0.42 -0.17
N -1.29 0.83 0.02 -0.03
H -0.45 -2.05 -0.07 0.12
H 0.13 2.08 -0.94 0.15
H 0.59 0.28 1.33 0.19



Record 10
11
Properties=species:S:1:pos:R:3:lowdin_charge:R:1 method="wB97M-V/def2-TZVPD" orbital_gap_ev=8.1 e_homo_ha=-0.361 relative_energy_kj_mol=377.1 e_tot_ev=-9698.9112 charge=0
C 1.16 -1.24 0.38 0.07
C 0.48 -0.19 -0.13 -0.20
C 0.80 0.94 -1.21 -0.08
N -0.34 1.31 -1.63 -0.03
N -1.39 0.96 -0.82 0.06
C -0.93 0.34 0.31 -0.21
C -1.80 0.19 1.43 -0.14
N -2.44 -0.22 2.36 0.16
H 1.94 -1.68 -0.35 0.10
H 0.70 -1.83 1.28 0.12
H 1.82 1.42 -1.64 0.16



Record 11
15
Properties=species:S:1:pos:R:3:lowdin_charge:R:1 method="wB97M-V/def2-TZVPD" orbital_gap_ev=6.5 e_homo_ha=-0.358 relative_energy_kj_mol=27.4 e_tot_ev=-16774.9163 charge=0
O -0.40 3.87 0.51 0.05
C -0.24 2.64 0.35 -0.47
N -1.12 1.70 0.92 0.28
C -0.76 0.45 0.97 -0.23
N -1.48 -0.73 1.46 0.14
C -0.67 -1.72 1.11 -0.11
N 0.55 -1.30 0.52 0.13
C 0.53 0.04 0.56 -0.16
C 1.43 1.05 0.19 -0.27
N 2.72 0.87 -0.01 0.14
O 3.12 -0.53 -0.03 -0.05
N 1.03 2.35 0.01 0.16
H -0.87 -2.71 1.55 0.13
H 2.33 -1.14 -0.07 0.06
H 1.76 3.09 -0.09 0.20



Record 12
10
Properties=species:S:1:pos:R:3:lowdin_charge:R:1 method="wB97M-V/def2-TZVPD" orbital_gap_ev=8.5 e_homo_ha=-0.349 relative_energy_kj_mol=698.5 e_tot_ev=-8762.7674 charge=0
C -2.77 -0.64 0.78 0.08
C -1.64 -0.25 0.34 -0.27
C -0.21 -0.18 0.17 -0.34
C 0.64 -0.95 -0.58 -0.02
O 1.83 -0.36 -0.64 -0.01
N 1.80 0.85 0.02 0.10
C 0.60 0.97 0.50 -0.08
H -1.02 0.59 -0.52 0.24
H 0.51 -1.89 -1.09 0.15
H 0.25 1.86 1.02 0.14



F_max list, top to bottom, in eV/A: 3.82 4.28 4.15 1.05 1.30 4.58 3.37 4.40 5.94 5.19 6.53 2.66
Molar mass list, top to bottom, in g/mol: 130.5 130.6 82.1 130.1 77.1 77.1 77.1 77.1 77.1 105.1 165.1 93.1